# 1
102
Properties=species:S:1:pos:R:3:lowdin_charge:R:1 method="wB97M-V/def2-TZVPD" total_charge=-1
O -5.719 2.548 -2.443 0.097
O 4.544 -0.604 -0.652 -0.013
H -2.348 -0.960 2.897 0.080
C -3.356 -3.469 -0.159 -0.497
H 2.018 -0.364 3.322 0.091
C -2.075 0.621 4.311 -0.284
H 3.047 -0.791 -2.112 0.093
O -2.181 -3.735 -0.537 0.092
O -4.409 -4.339 -0.069 -0.041
H 4.701 1.868 -6.191 0.090
H 1.239 3.280 1.457 0.098
H 2.477 -1.305 1.872 0.083
O 5.094 2.534 -4.192 0.030
C 2.515 3.712 -2.209 -0.005
H 0.235 -0.576 -3.866 0.094
H 2.137 6.604 4.641 0.094
H 3.109 6.128 6.012 0.089
C 2.752 4.786 3.043 -0.593
H -7.540 2.241 -0.556 0.087
C -0.489 -0.081 -4.513 -0.047
H 5.036 0.724 -5.162 0.089
H -1.981 0.830 5.377 0.154
C 3.842 2.736 -3.966 -0.645
H -3.880 -3.956 -3.430 0.089
H 4.440 0.341 -2.432 0.082
O 2.887 2.281 -4.623 0.078
C -0.950 1.205 3.447 -0.136
O -1.756 -0.628 -4.247 -0.058
H -2.044 1.698 -2.199 0.090
O 1.277 -4.513 3.781 -0.070
C 4.121 -0.621 -2.030 -0.023
O 2.765 3.483 2.781 0.000
O -3.768 -2.214 0.149 -0.021
H 6.412 1.692 -5.714 0.095
H -2.297 -1.393 -1.100 0.083
O 3.241 4.910 4.286 0.000
O 0.382 -1.000 -0.377 -0.379
O 3.764 3.538 -2.920 0.005
C 1.745 -1.197 2.673 -0.037
C 5.385 1.739 -5.352 -0.036
C -5.102 2.401 -1.386 -0.515
H 0.024 1.071 -0.181 0.027
H 0.594 -6.293 2.938 0.089
H -2.238 -0.914 0.566 0.074
H -3.049 -4.217 -5.019 0.096
C -3.076 1.934 -2.460 -0.084
H 2.360 -5.920 2.742 0.090
C 4.297 -1.730 0.045 -0.584
H -0.272 -0.401 -5.532 0.090
H -3.882 -6.228 0.425 0.092
H 2.562 4.608 -1.590 0.090
H -3.061 2.723 -3.211 0.104
C -3.676 -3.554 -4.422 -0.050
H -0.701 0.505 2.649 0.111
C -2.867 2.492 3.259 -0.514
C -1.962 -1.944 -3.948 -0.505
H 2.380 2.821 -1.597 0.084
O -5.599 2.437 -0.122 -0.021
C -2.353 -0.825 3.978 -0.009
H -0.071 1.266 4.089 0.133
O -3.234 -2.214 -4.316 -0.022
C -6.935 2.789 0.166 -0.050
H -1.646 -1.500 4.462 0.092
O -3.574 3.446 3.006 0.136
H 2.465 2.013 1.332 0.086
C -4.355 -5.722 -0.417 -0.056
O -1.077 -2.759 -3.584 0.101
H -3.773 -5.921 -1.317 0.086
H 4.107 -2.916 2.642 0.081
H 5.084 -3.829 1.446 0.096
O -3.749 2.219 -1.279 -0.019
C 1.214 -3.536 2.766 -0.464
H -3.356 -1.118 4.289 0.087
H 0.770 -0.885 2.299 0.068
H -7.246 2.509 1.173 0.097
C 1.491 -5.879 3.399 -0.066
H 2.696 3.716 0.683 0.076
O 2.291 5.640 2.307 0.113
H 5.833 -2.902 2.668 0.084
O 1.078 -3.778 1.523 0.104
H -3.494 -0.205 -0.386 0.082
O 3.423 -2.595 -0.224 0.094
H 0.652 0.531 -1.725 0.018
C 4.980 -2.890 1.990 -0.014
C -2.927 -1.126 -0.252 -0.021
H -7.099 3.833 -0.101 0.096
O -3.196 1.371 3.827 0.090
C 3.094 6.164 4.922 -0.059
C 2.310 3.081 1.481 -0.023
H -0.554 1.007 -4.558 0.095
O -1.473 2.426 3.045 0.046
O 1.543 -2.395 3.401 -0.033
H -3.295 0.923 -2.801 0.089
C 0.675 0.335 -0.653 -0.428
O 5.042 -1.704 1.133 0.001
H -5.358 -6.103 -0.606 0.086
H 1.712 -6.478 4.282 0.081
H 1.660 3.839 -2.874 0.095
H 3.899 6.841 4.637 0.093
H -4.578 -3.454 -5.026 0.090
H 4.540 -1.459 -2.586 0.094
H 1.668 0.700 -0.392 0.003

# 2
109
Properties=species:S:1:pos:R:3:lowdin_charge:R:1 method="wB97M-V/def2-TZVPD" total_charge=+1
C -2.551 2.850 2.315 -0.093
H -2.140 3.521 3.083 0.089
C -1.082 -1.984 0.212 -0.101
H 0.947 2.828 -0.411 0.087
H -0.532 2.715 1.482 0.066
H 1.701 -1.495 2.157 0.135
C 5.388 9.135 -0.622 -0.093
H -2.667 -4.304 -8.652 0.114
H -1.648 -3.020 -7.981 0.105
H -2.781 3.002 -3.409 0.076
H 0.827 -8.587 4.994 0.077
H 2.122 -0.859 -1.306 0.108
H -1.995 -3.427 3.855 0.148
H 3.446 0.552 -2.869 0.112
C 0.217 -2.913 2.602 -0.363
H -1.813 -2.207 0.997 0.122
C 1.982 2.833 -2.250 -0.143
H -0.961 1.400 2.544 0.113
H 2.972 1.756 0.125 0.152
H 0.882 -4.623 3.795 0.054
C -2.569 -3.595 -7.832 -0.319
H 3.230 4.011 0.139 0.143
H 1.213 0.406 -2.992 0.117
H -0.244 -0.668 -4.411 0.165
H -2.459 -3.607 -5.674 0.048
H 1.363 -2.982 4.411 0.101
Br -1.684 -4.898 -0.209 0.779
C 0.974 -2.056 1.570 -0.061
H 0.778 -6.849 3.179 0.101
C 2.014 4.378 -2.049 -0.163
H -0.848 -2.980 5.145 0.125
O -0.633 1.239 -4.760 -0.013
H -2.110 0.227 1.069 0.134
O 0.336 -3.330 -1.197 0.048
H 3.597 9.900 -1.556 0.107
P -1.015 2.905 -2.247 0.728
H 5.622 10.051 -0.077 0.074
C -2.536 -4.320 -6.499 -0.091
N -0.671 0.691 -0.332 0.020
H 1.602 4.906 -2.910 0.135
H -0.849 -8.989 4.653 0.081
C -1.746 1.133 0.549 -0.331
H -3.716 -0.507 7.735 0.114
H 3.784 7.632 -1.953 0.050
H 3.047 2.571 -2.322 0.110
C 3.580 4.874 -0.469 -0.326
H -3.457 -4.885 -6.349 0.079
F -2.864 1.632 -0.054 0.022
H -0.985 0.922 -5.601 0.117
O 4.253 8.219 -2.554 -0.091
O -3.683 -2.709 -7.901 -0.080
O -0.590 -6.318 4.633 -0.103
H -1.689 -5.007 -6.446 0.075
C -4.106 0.035 4.435 -0.091
H -5.064 0.853 6.170 0.113
C 2.816 -0.114 -0.892 -0.112
C 3.884 0.133 -1.951 -0.209
H 0.399 -9.314 3.435 0.079
C -3.157 -0.836 3.961 -0.050
C -2.143 -0.373 -3.599 -0.560
H -0.396 -3.699 2.137 0.111
C 1.235 -3.626 3.536 0.005
O -0.567 -1.969 3.317 -0.110
C 2.161 1.128 -0.267 -0.218
H 6.322 8.652 -0.913 0.078
C 0.072 -8.614 4.205 -0.084
H -1.624 -1.418 -0.553 0.128
C -4.322 0.156 5.792 -0.078
F 4.525 -1.040 -2.287 -0.020
C -2.629 -1.477 6.186 -0.039
C 0.255 0.005 0.462 -0.257
O 4.070 5.814 0.096 0.116
H -4.701 0.633 3.749 0.106
H -3.046 3.492 1.588 0.041
N 0.070 -1.254 0.744 0.073
C -0.148 -7.231 3.625 -0.325
H 1.556 -2.769 0.970 0.144
C 4.540 9.424 -1.845 -0.317
C 1.267 2.045 -1.120 -0.265
O 3.388 4.818 -1.821 -0.035
C -0.706 0.161 -3.844 -0.265
C -0.633 -3.275 -0.494 -0.761
F -3.029 0.243 -4.389 0.154
H 4.867 8.450 0.050 0.058
H -2.038 -2.090 6.865 0.120
F -2.208 -1.681 -3.947 0.124
H 0.176 -0.670 -2.137 0.117
C 0.189 0.319 -2.619 -0.059
C -2.413 -1.606 4.833 -0.198
H 4.648 0.862 -1.641 0.134
Br -1.416 4.437 -0.626 0.475
H -3.597 -2.073 -7.185 0.068
H 1.584 2.616 -3.249 0.106
N 1.331 0.728 0.897 0.159
H -0.916 -7.258 2.853 0.109
O -2.515 2.419 -2.683 -0.320
C -1.365 2.056 1.757 -0.205
C -0.140 1.396 -1.517 -0.415
C -1.402 -2.597 4.275 -0.148
H 3.324 -0.655 -0.075 0.133
H 5.063 10.089 -2.531 0.111
H 0.089 -6.286 5.315 0.083
H -3.222 2.161 2.834 0.055
H 1.438 4.700 -1.175 0.070
F -2.573 -0.301 -2.331 0.143
H 2.191 -3.659 2.994 0.090
C -3.567 -0.592 6.663 -0.074
H 1.831 0.399 1.711 0.147
H -3.008 -0.921 2.885 0.100

Calculated total energy, respectively: -2902.18518, -8120.88651 hartree.